132
Properties=species:S:1:pos:R:3:forces:R:3:lowdin_charge:R:1 method="wB97M-V/def2-TZVPD" multiplicity=1 mol_weight_da=752.96 lumo_ev=-2.72 charge=+1 gap_ev=8.309
C 3.8493 -1.4156 -0.1459 -0.50 0.02 0.35 -0.0669
C 2.6928 -0.4459 -0.3621 0.12 0.31 0.49 -0.2358
C 2.2848 -0.3335 -1.8000 0.39 -0.72 0.33 -0.1623
O 1.1410 0.5242 -2.0207 0.17 -0.36 -0.05 -0.0391
N 0.0441 -0.0885 -1.4508 0.44 1.72 -1.05 -0.0318
C -0.9511 -0.7182 -2.2860 0.29 -1.15 -0.54 -0.0030
C -1.9226 -1.1478 -1.1738 1.48 -0.68 0.27 -0.3021
C -1.2882 -2.4261 -0.4978 -0.46 -0.28 -0.08 -0.1363
O -1.9044 -3.6497 -0.8139 -0.02 0.04 0.18 -0.1778
C -1.4358 -4.2268 -2.0165 0.06 0.28 -0.28 -0.0680
C -3.3292 -1.4202 -1.6169 -0.48 -0.89 0.07 -0.2931
F -3.8081 -0.3860 -2.3866 -0.02 0.55 -0.17 -0.0006
C -4.2775 -1.8365 -0.4867 0.34 0.72 0.12 -0.1743
C -5.6909 -1.3030 -0.6292 -0.14 -0.28 0.64 -0.0711
N -1.6862 -0.0840 -0.1513 -0.83 1.53 0.70 -0.0619
P -2.9608 1.1173 0.2380 -2.34 -0.48 -0.08 1.1073
C -3.0818 1.2696 2.0752 -0.07 -0.37 -0.47 -0.3779
C -4.5483 0.9846 2.4552 0.28 0.22 -0.22 -0.1519
C -2.6253 2.7552 -0.5163 1.01 0.06 -0.30 -0.3784
C -2.8644 2.7461 -2.0371 0.28 -0.11 0.49 -0.1304
C -0.5051 0.4681 -0.3741 0.48 -0.75 -0.68 -0.3860
N 0.1036 1.4017 0.3667 0.25 0.33 1.00 0.2079
H 3.7737 -2.2548 -0.8311 0.26 -0.11 -0.18 0.0824
H 4.8190 -0.9419 -0.1458 0.26 0.04 -0.39 0.0464
H 3.7140 -1.8203 0.8474 0.21 -0.29 0.25 0.0713
H 2.9414 0.5380 0.0233 0.15 0.25 0.04 0.1148
H 1.8720 -0.7932 0.2574 -0.42 -0.13 -0.08 0.0912
H 2.0736 -1.3361 -2.1654 -0.28 -0.12 -0.31 0.1278
H 3.1291 0.0274 -2.3744 -0.11 0.44 -0.36 0.1243
H -0.4674 -1.5739 -2.7471 -0.16 -0.37 0.00 0.1321
H -1.3417 -0.1493 -3.1276 -0.08 0.78 0.37 0.1446
H -1.3663 -2.2851 0.5740 -0.19 -0.06 0.25 0.1171
H -0.2261 -2.5074 -0.7344 0.18 0.25 -0.07 0.1207
H -1.9501 -5.1606 -2.1873 -0.12 -0.23 0.19 0.1021
H -1.6442 -3.5795 -2.8687 -0.06 0.07 -0.18 0.0822
H -0.3595 -4.3943 -1.9874 0.18 -0.11 0.12 0.0901
H -3.2547 -2.2606 -2.2994 0.08 -0.19 -0.23 0.1414
H -3.8454 -1.4882 0.4484 -0.04 0.11 0.25 0.0842
H -4.2762 -2.9118 -0.4103 -0.02 -0.36 -0.11 0.1171
H -5.7506 -0.3141 -1.0576 0.07 0.12 -0.28 0.0677
H -6.1117 -1.2280 0.3670 -0.16 0.03 0.24 0.0733
H -6.3187 -2.0153 -1.1434 -0.18 0.00 -0.49 0.0672
H -2.4875 0.4794 2.5199 0.54 0.17 0.17 0.0634
H -2.7791 2.2535 2.4091 0.29 0.10 0.20 0.0635
H -4.8178 1.5327 3.3481 -0.11 0.13 0.16 0.0663
H -5.1950 1.2511 1.6261 -0.36 0.18 0.07 0.0496
H -4.6934 -0.0704 2.6438 -0.05 -0.29 0.01 0.0671
H -3.3347 3.4384 -0.0651 -0.26 -0.03 0.46 0.0854
H -1.6439 3.1795 -0.3079 0.08 0.05 0.22 0.0553
H -3.8936 2.9901 -2.2472 -0.35 -0.28 -0.21 0.0801
H -2.6046 1.7755 -2.4416 -0.20 -0.16 -0.35 0.0344
H -2.2539 3.4716 -2.5535 0.22 0.23 -0.02 0.0566
H 0.4375 1.1503 1.2841 -0.34 0.15 0.06 0.1361
H 0.2778 2.3403 0.0491 0.31 -0.25 -0.35 0.1255
C -1.4057 -3.5284 3.3277 -0.14 -0.16 -0.57 -0.1457
O -2.3014 -4.1705 2.4192 0.03 0.18 0.16 -0.1174
H -1.7932 -3.6596 4.3339 -0.03 -0.02 0.00 0.0808
H -0.4103 -3.9685 3.2699 0.06 0.07 0.14 0.0546
H -1.3419 -2.4567 3.1068 0.10 0.06 0.15 0.0665
H -1.9577 -4.0608 1.5260 -0.10 -0.20 -0.01 0.0320
C 1.5633 -2.5102 5.9690 0.11 -0.10 -0.12 -0.1306
O 1.5520 -3.1381 4.6824 0.00 -0.09 -0.15 -0.1424
H 0.9409 -1.6191 5.9185 -0.06 -0.05 -0.10 0.0813
H 1.1624 -3.1869 6.7230 -0.02 0.15 0.12 0.0590
H 2.5802 -2.2274 6.2347 -0.03 0.05 0.11 0.0637
H 2.1080 -3.9227 4.7507 0.02 0.11 0.03 0.0785
C -6.2782 -3.5238 -4.0438 0.05 -0.36 0.08 -0.1607
O -6.6113 -4.5707 -3.1380 0.08 0.10 0.02 -0.1265
H -6.7469 -2.6109 -3.6861 -0.02 -0.01 0.03 0.0737
H -5.1929 -3.3817 -4.0760 -0.01 0.15 -0.12 0.0657
H -6.6499 -3.7460 -5.0465 0.05 0.12 -0.05 0.0791
H -6.1976 -5.3799 -3.4558 -0.12 0.04 0.05 0.0740
C -1.1211 4.4322 -5.7316 0.16 -0.32 0.10 -0.1319
O -1.3438 3.2775 -4.9082 0.08 -0.03 0.00 -0.1483
H -1.5775 5.2894 -5.2485 -0.04 -0.12 0.01 0.0573
H -0.0493 4.6143 -5.8476 -0.01 0.08 -0.08 0.0689
H -1.5794 4.2909 -6.7124 0.00 0.12 -0.02 0.0853
H -0.9358 2.5244 -5.3478 -0.07 0.08 0.01 0.0647
C 2.3106 3.3571 -4.2988 0.06 -0.10 0.15 -0.1159
O 3.0969 2.2757 -3.7980 0.02 -0.17 0.20 -0.1266
H 2.9611 4.0256 -4.8552 0.03 -0.03 0.00 0.0726
H 1.5340 2.9788 -4.9637 -0.08 0.10 -0.06 0.0646
H 1.8495 3.9085 -3.4755 -0.07 0.08 -0.09 0.0868
H 2.5050 1.6939 -3.3107 -0.09 0.17 -0.17 0.0270
C 3.8275 7.0907 -5.2529 0.00 -0.05 -0.26 -0.1544
O 2.9787 6.3595 -6.1369 0.03 0.01 0.03 -0.1424
H 3.4248 6.9928 -4.2481 -0.04 -0.03 -0.01 0.0750
H 4.8429 6.6885 -5.2700 0.03 0.05 0.09 0.0790
H 3.8505 8.1482 -5.5252 0.04 0.03 0.09 0.0763
H 3.3400 6.4488 -7.0252 -0.08 -0.05 0.08 0.0759
C 4.0269 -3.0475 8.7935 0.10 -0.20 -0.10 -0.1436
O 4.0344 -3.6892 7.5172 0.01 -0.13 0.08 -0.1458
H 3.4022 -2.1613 8.7170 -0.03 -0.01 -0.05 0.0770
H 3.6127 -3.7085 9.5578 -0.01 0.08 0.07 0.0787
H 5.0369 -2.7480 9.0802 -0.03 0.06 0.07 0.0788
H 4.5890 -4.4734 7.5902 -0.03 0.10 -0.05 0.0790
C -0.9916 -4.9003 8.1325 0.27 -0.04 0.00 -0.1512
O 0.1330 -4.2717 8.7420 0.00 -0.05 -0.09 -0.1389
H -1.8832 -4.3641 8.4456 0.02 0.04 0.03 0.0801
H -0.9148 -4.8597 7.0415 -0.11 -0.03 -0.01 0.0658
H -1.0729 -5.9422 8.4499 -0.10 -0.01 -0.04 0.0790
H 0.9192 -4.7532 8.4620 -0.03 0.07 0.12 0.0657
C 7.3441 0.7603 1.7548 0.08 -0.25 -0.04 -0.1476
O 6.7284 -0.3986 1.1935 0.06 0.07 0.04 -0.1456
H 6.6532 1.5918 1.6434 -0.04 -0.02 -0.03 0.0773
H 7.5533 0.6105 2.8163 0.02 0.10 0.01 0.0771
H 8.2724 0.9974 1.2309 0.00 0.10 0.04 0.0791
H 7.3441 -1.1325 1.2937 -0.10 0.03 -0.04 0.0827
C 1.6475 -5.1700 0.6928 0.03 0.15 0.29 -0.1432
O 2.4796 -4.4448 1.5920 -0.20 0.06 -0.07 -0.1209
H 2.2870 -5.6413 -0.0489 0.04 0.01 0.01 0.0829
H 1.0847 -5.9438 1.2202 -0.06 -0.04 -0.11 0.0856
H 0.9458 -4.4986 0.1840 -0.04 -0.08 -0.06 0.0523
H 1.9055 -4.0310 2.2482 0.15 0.03 0.04 0.0446
C -1.7636 7.8809 -6.8340 -0.24 -0.03 0.05 -0.1436
O -2.5572 7.1645 -5.8882 -0.09 0.21 -0.11 -0.1471
H -0.7190 7.6562 -6.6312 -0.01 -0.03 0.04 0.0758
H -2.0042 7.5709 -7.8538 0.09 0.05 -0.04 0.0792
H -1.9224 8.9568 -6.7356 0.09 0.02 -0.05 0.0775
H -3.4804 7.3673 -6.0727 0.08 -0.04 0.08 0.0815
C -2.1170 3.8934 5.5156 0.03 -0.24 0.01 -0.1491
O -2.8340 2.7094 5.1681 0.11 0.02 -0.11 -0.1376
H -2.7911 4.7370 5.3972 -0.05 -0.02 -0.01 0.0799
H -1.7797 3.8508 6.5530 0.02 0.10 0.00 0.0788
H -1.2539 4.0321 4.8585 0.02 0.10 0.04 0.0728
H -2.2322 1.9660 5.2794 -0.14 0.03 0.06 0.0727
C 6.6291 0.9233 -2.4028 -0.31 0.17 0.02 -0.1548
O 5.9506 2.0909 -2.8514 0.14 -0.16 0.21 -0.1251
H 7.6917 1.0621 -2.5848 0.01 0.02 -0.03 0.0794
H 6.4720 0.7635 -1.3311 0.10 -0.11 -0.01 0.0555
H 6.2890 0.0404 -2.9542 0.10 -0.07 0.04 0.0766
H 5.0081 1.9643 -2.6945 0.00 0.23 -0.32 0.0309